Below is a molecular structure, C28H64F12N5O6PS2 in a non-equilibrium geometry, with properties calculated with ωB97M-V with the def2-TZVPD basis set.

energy above the lowest of the compared OMol25 structures with the same formula, charge and spin	0.0	kJ/mol
spin multiplicity	1
HOMO	-13.512	eV
Kohn-Sham gap	9.23	eV
E	-113347.25888	eV
total charge	+2

Positions of all 118 atoms, in Å:
P  6.44  4.97  16.51
F  7.19  4.22  17.71
F  5.33  5.70  17.42
F  7.48  6.21  16.73
F  5.66  5.84  15.35
F  7.46  4.37  15.46
F  5.39  3.74  16.41
C  7.53  6.87  14.91
N  9.09  7.09  14.84
C  9.71  6.44  16.10
C  9.85  6.38  13.57
C  9.41  8.54  14.89
C  8.80  9.48  13.89
O  9.41  9.42  12.64
H  7.27  5.81  14.96
H  6.89  7.38  14.20
H  7.14  7.31  15.83
H  9.45  5.40  15.93
H  9.44  6.93  17.03
H  10.79  6.61  16.08
H  10.92  6.54  13.71
H  9.32  6.71  12.68
H  9.50  5.35  13.55
H  10.48  8.68  14.99
H  9.00  8.82  15.86
H  8.85  10.46  14.36
H  7.72  9.36  13.79
H  10.29  9.81  12.57
C  6.76  3.73  11.91
N  5.68  3.28  12.89
C  4.96  2.02  12.35
C  6.45  2.82  14.14
C  4.69  4.45  13.24
C  3.79  4.97  12.05
O  4.65  5.58  11.04
H  7.44  2.91  11.69
H  7.31  4.56  12.35
H  6.19  3.92  11.00
H  4.31  1.68  13.16
H  5.79  1.41  12.01
H  4.33  2.17  11.47
H  5.77  2.81  14.99
H  7.13  3.58  14.53
H  6.88  1.84  13.94
H  5.32  5.24  13.66
H  4.08  4.16  14.09
H  3.09  5.67  12.48
H  3.21  4.25  11.47
H  4.80  6.49  11.32
C  6.35  0.12  16.91
C  5.07  0.89  17.30
C  5.40  2.16  18.13
N  4.15  2.96  18.76
C  4.70  4.10  19.69
C  3.29  3.54  17.62
C  1.80  3.28  18.08
C  1.84  2.00  18.81
C  3.23  1.98  19.51
H  7.06  0.80  16.43
H  6.19  -0.61  16.11
H  6.89  -0.39  17.72
H  4.38  0.18  17.76
H  4.66  1.05  16.30
H  5.83  2.91  17.47
H  6.11  1.95  18.92
H  5.30  4.80  19.11
H  5.19  3.54  20.49
H  3.81  4.59  20.09
H  3.55  4.58  17.40
H  3.35  2.88  16.76
H  1.53  4.09  18.76
H  1.10  3.29  17.24
H  0.97  1.77  19.42
H  2.01  1.23  18.06
H  3.13  2.27  20.55
H  3.71  1.01  19.61
C  7.78  3.27  20.21
C  8.52  4.67  20.19
C  7.50  5.85  20.41
N  8.16  7.26  20.15
C  9.29  7.39  21.30
C  7.16  8.44  20.21
C  7.19  9.07  18.84
C  8.63  8.70  18.35
C  8.71  7.30  18.72
H  7.59  3.08  21.27
H  8.51  2.54  19.85
H  6.93  3.08  19.55
H  8.71  4.61  19.12
H  9.41  4.66  20.82
H  6.96  5.92  21.36
H  6.90  5.98  19.50
H  8.84  7.11  22.25
H  9.57  8.44  21.23
H  10.17  6.84  20.96
H  7.60  9.17  20.90
H  6.14  8.19  20.52
H  7.01  10.14  18.91
H  6.35  8.59  18.33
H  9.36  9.30  18.91
H  8.56  8.89  17.28
H  9.66  6.75  18.70
H  8.06  6.87  17.96
C  1.20  6.38  18.42
F  0.49  5.47  19.08
F  1.26  6.16  17.19
F  0.67  7.61  18.63
S  3.00  6.39  19.15
O  2.78  5.82  20.46
O  3.83  5.60  18.29
N  3.38  7.97  18.99
S  3.75  8.40  20.33
O  2.58  8.44  21.32
O  5.01  7.79  20.82
C  4.28  10.27  20.17
F  4.51  10.85  21.38
F  5.46  10.20  19.55
F  3.36  11.00  19.58

***

Below is 3 unconnected molecules or ions with the total composition C28H64IN8O3P3 in a non-equilibrium geometry, with properties calculated with ωB97M-V with the def2-TZVPD basis set.

spin multiplicity	1
HOMO	-7.738	eV
Kohn-Sham gap	7.65	eV
E	-84101.50974	eV

Positions of all 107 atoms, in Å:
C  8.48  -4.87  1.48
C  8.67  -5.95  0.42
C  7.55  -5.99  -0.65
C  7.03  -4.61  -1.10
C  5.62  -4.37  -0.57
C  5.07  -2.97  -0.90
C  4.67  -2.16  0.33
C  3.49  -2.72  1.13
C  2.16  -2.82  0.33
C  1.94  -4.25  -0.16
C  0.56  -4.53  -0.78
C  0.56  -5.95  -1.12
N  0.57  -7.07  -1.39
P  -0.89  -4.24  0.38
C  -0.42  -4.34  2.15
C  -1.95  -5.71  0.20
C  0.25  -3.74  -2.17
O  -0.26  -4.68  -3.10
I  -1.35  -2.30  -1.94
C  1.44  -3.12  -2.76
N  2.31  -2.50  -3.19
H  9.07  -5.08  2.37
H  7.44  -4.77  1.78
H  8.81  -3.91  1.09
H  9.64  -5.85  -0.07
H  8.68  -6.92  0.90
H  6.73  -6.56  -0.21
H  7.89  -6.57  -1.51
H  7.01  -4.63  -2.19
H  7.72  -3.82  -0.82
H  4.99  -5.12  -1.05
H  5.57  -4.56  0.50
H  5.77  -2.43  -1.53
H  4.17  -3.09  -1.51
H  4.47  -1.12  0.05
H  5.54  -2.13  1.00
H  3.35  -2.11  2.02
H  3.75  -3.73  1.45
H  1.35  -2.45  0.95
H  2.26  -2.12  -0.50
H  2.70  -4.52  -0.89
H  2.10  -4.94  0.67
H  0.49  -3.80  2.40
H  -1.23  -3.85  2.69
H  -0.34  -5.35  2.55
H  -2.21  -5.88  -0.85
H  -1.49  -6.61  0.59
H  -2.85  -5.54  0.79
H  0.45  -4.99  -3.67
O  -2.78  1.15  -2.35
P  -2.69  2.37  -3.23
N  -1.72  3.38  -2.26
C  -1.69  4.83  -2.36
C  -0.37  2.86  -2.02
N  -4.35  2.90  -3.15
C  -4.77  3.63  -1.97
C  -5.30  1.84  -3.44
N  -2.37  3.16  -4.77
C  -3.37  3.98  -5.44
C  -1.76  2.24  -5.75
H  -1.12  5.19  -3.22
H  -1.23  5.24  -1.46
H  -2.69  5.26  -2.42
H  0.27  3.00  -2.90
H  -0.41  1.80  -1.79
H  0.09  3.37  -1.18
H  -4.44  3.13  -1.05
H  -5.85  3.72  -1.93
H  -4.39  4.65  -1.97
H  -5.45  1.17  -2.58
H  -4.97  1.22  -4.28
H  -6.27  2.27  -3.72
H  -4.24  3.42  -5.78
H  -2.89  4.44  -6.31
H  -3.70  4.80  -4.80
H  -2.48  1.49  -6.12
H  -0.93  1.70  -5.29
H  -1.36  2.79  -6.60
O  -2.83  6.05  2.39
P  -2.85  4.69  3.04
N  -4.52  4.43  3.29
C  -5.03  3.50  4.27
C  -5.31  4.38  2.07
N  -2.08  5.08  4.55
C  -2.89  5.64  5.62
C  -0.88  5.88  4.36
N  -2.35  2.99  3.10
C  -1.63  2.46  4.25
C  -1.67  2.52  1.87
H  -4.96  2.45  3.96
H  -6.09  3.73  4.45
H  -4.54  3.60  5.23
H  -5.16  3.43  1.53
H  -5.04  5.19  1.39
H  -6.37  4.49  2.29
H  -3.55  6.45  5.28
H  -2.24  6.04  6.40
H  -3.49  4.88  6.11
H  -1.10  6.93  4.17
H  -0.30  5.51  3.51
H  -0.24  5.81  5.24
H  -0.62  2.88  4.37
H  -1.53  1.38  4.11
H  -2.18  2.61  5.17
H  -0.67  2.95  1.76
H  -2.25  2.80  0.99
H  -1.58  1.43  1.87